{"formula": "C49H74N2O21", "method": "ωB97M-V with the def2-TZVPD basis set", "e_lumo_ev": 0.237, "homo_energy_ev": -8.2, "energy_ev": -97991.2684, "charge": 0, "elements": ["O", "C", "O", "C", "C", "C", "H", "H", "H", "H", "H", "H", "O", "C", "O", "C", "C", "C", "H", "H", "H", "H", "H", "H", "O", "C", "O", "C", "C", "C", "H", "H", "H", "H", "H", "H", "O", "C", "O", "C", "C", "C", "H", "H", "H", "H", "H", "H", "O", "C", "O", "C", "C", "C", "H", "H", "H", "H", "H", "H", "O", "C", "O", "C", "C", "C", "H", "H", "H", "H", "H", "H", "O", "C", "O", "C", "C", "C", "H", "H", "H", "H", "H", "H", "O", "C", "O", "C", "C", "C", "H", "H", "H", "H", "H", "H", "O", "C", "O", "C", "C", "C", "H", "H", "H", "H", "H", "H", "O", "C", "O", "C", "C", "C", "H", "H", "H", "H", "H", "H", "C", "O", "H", "H", "H", "H", "N", "C", "C", "C", "C", "H", "H", "H", "H", "H", "N", "C", "C", "C", "C", "H", "H", "H", "H", "H"], "xyz": [[4.2595, -5.0234, 0.7526], [3.1788, -4.6374, 1.1035], [3.0291, -3.4407, 1.6745], [1.6321, -3.2255, 1.9931], [0.9999, -4.5990, 1.9450], [1.8240, -5.2996, 0.8614], [1.1863, -2.4537, 1.3645], [1.5792, -2.8387, 3.0121], [-0.0438, -4.5171, 1.6333], [1.0775, -4.9955, 2.9556], [1.4973, -5.1146, -0.1608], [1.8476, -6.3772, 1.0040], [2.6955, 3.2537, -2.8533], [3.5400, 3.5840, -3.6254], [4.0948, 4.8255, -3.6021], [4.9950, 5.0514, -4.7188], [5.2646, 3.6966, -5.2994], [4.2347, 2.7418, -4.6620], [5.8152, 5.6463, -4.3201], [4.4952, 5.7169, -5.4255], [6.2777, 3.3052, -5.2338], [5.0653, 3.7754, -6.3709], [4.7877, 1.9373, -4.1788], [3.5968, 2.3534, -5.4517], [-0.5639, -4.4418, 5.2308], [-1.5484, -4.2401, 4.5869], [-1.8002, -3.0099, 4.0582], [-3.0666, -3.0097, 3.3808], [-3.4246, -4.4766, 3.1636], [-2.6859, -5.1936, 4.3295], [-2.8859, -2.5301, 2.4250], [-3.8806, -2.5940, 3.9761], [-3.0266, -4.7662, 2.1907], [-4.4718, -4.7738, 3.1608], [-2.3146, -6.1578, 3.9862], [-3.1540, -5.3605, 5.2993], [-3.4392, 3.9279, 1.2234], [-2.8253, 3.7975, 2.2533], [-3.4710, 3.6439, 3.4057], [-2.5885, 3.7454, 4.5304], [-1.4060, 4.5592, 3.9515], [-1.3470, 4.0211, 2.4891], [-2.2899, 2.7841, 4.9406], [-3.1160, 4.3387, 5.2755], [-0.4541, 4.4194, 4.4610], [-1.5493, 5.6371, 3.8780], [-0.7239, 3.1308, 2.4439], [-1.0162, 4.8317, 1.8453], [1.9797, 4.6145, 3.5016], [2.0803, 4.8142, 2.3238], [2.7098, 3.9819, 1.4793], [2.7759, 4.5881, 0.1799], [2.5927, 6.0778, 0.3844], [1.6752, 6.1212, 1.6300], [1.9588, 4.1438, -0.4053], [3.6205, 4.2772, -0.4368], [2.2328, 6.5011, -0.5525], [3.5946, 6.4798, 0.5528], [0.6476, 6.2324, 1.2901], [2.0483, 7.0000, 2.1499], [-0.6225, 0.9229, 3.9569], [-0.7144, 0.1567, 4.8620], [-1.7632, 0.2987, 5.7224], [-1.7691, -0.7056, 6.7330], [-0.3487, -1.2899, 6.6519], [0.1736, -1.0074, 5.2598], [-2.5961, -1.3961, 6.5676], [-1.8884, -0.2785, 7.7288], [-0.3118, -2.3562, 6.8902], [0.3187, -0.8904, 7.4175], [0.1487, -1.8547, 4.5844], [1.1596, -0.5489, 5.1566], [-1.2921, 6.3272, -0.1859], [-1.6788, 5.4644, -0.9273], [-2.9129, 5.5317, -1.4687], [-3.2687, 4.3615, -2.1932], [-2.2691, 3.3072, -1.7206], [-1.0735, 4.1245, -1.2008], [-3.1819, 4.5563, -3.2625], [-4.2694, 4.0830, -1.8638], [-2.0058, 2.6968, -2.5884], [-2.5627, 2.6225, -0.9284], [-0.2644, 4.1136, -1.9328], [-0.7152, 3.7136, -0.2594], [-1.3254, -4.3175, -1.6424], [-2.0838, -5.1424, -1.2480], [-1.8166, -6.0320, -0.2540], [-2.9983, -6.6249, 0.2957], [-4.1319, -5.7632, -0.2868], [-3.5168, -5.3981, -1.6497], [-2.9738, -6.4098, 1.3645], [-3.0563, -7.6961, 0.1255], [-4.3062, -4.8450, 0.2733], [-5.1209, -6.2014, -0.4152], [-4.0265, -4.6194, -2.2115], [-3.5157, -6.2459, -2.3426], [-3.6333, -2.4576, 0.2348], [-4.1133, -1.6551, -0.5253], [-4.9483, -2.0753, -1.5007], [-5.3583, -0.9426, -2.2761], [-4.2473, 0.0777, -2.0264], [-3.8388, -0.1488, -0.5763], [-6.2995, -0.5512, -1.8859], [-5.3680, -1.1287, -3.3472], [-4.6767, 1.0713, -2.1714], [-3.3973, -0.1315, -2.6745], [-4.4705, 0.2937, 0.1929], [-2.7734, 0.0540, -0.5101], [6.9427, -0.9885, -2.5847], [5.8478, -0.7732, -2.1346], [5.1919, 0.3584, -2.4740], [4.1239, 0.6786, -1.5685], [4.1429, -0.4588, -0.5319], [4.9581, -1.5414, -1.2277], [3.2317, 0.7348, -2.1905], [4.3108, 1.6328, -1.0764], [3.1374, -0.7921, -0.2781], [4.6023, -0.0582, 0.3714], [4.3424, -2.1986, -1.8518], [5.4326, -2.2227, -0.5231], [0.3293, 2.1869, -4.7447], [-1.0269, 1.7307, -4.6463], [0.8738, 1.4962, -5.3976], [0.4441, 3.2625, -4.8370], [0.8063, 1.8858, -3.8063], [-1.5158, 2.1607, -5.3552], [-0.0597, -0.9739, -0.7801], [0.6262, 0.0212, -1.4157], [0.7456, 1.1038, -0.5583], [0.3863, 0.6071, 0.7138], [-0.2840, -0.5678, 0.5220], [-0.4298, -1.7708, -1.2682], [0.9555, -0.0519, -2.4395], [1.2824, 2.0194, -0.7520], [0.5173, 1.2438, 1.5758], [-0.8147, -1.2196, 1.1983], [1.3200, -3.4006, -3.2510], [0.8946, -2.2950, -3.9337], [1.8911, -1.9137, -4.8037], [2.9151, -2.9186, -4.7322], [2.4693, -3.8496, -3.8275], [0.8488, -3.8359, -2.4786], [-0.0753, -1.8586, -3.7594], [1.7830, -1.0864, -5.4855], [3.8898, -3.1161, -5.1510], [2.8711, -4.7731, -3.4385]], "mulliken_charge": [-0.627, 0.434, -0.399, 0.800, 0.390, -0.287, -0.454, -0.165, -0.362, 0.332, -0.087, 0.448, -0.169, 0.287, -0.432, -0.438, -0.695, 0.295, 0.271, 0.273, 0.346, 0.263, -0.135, 0.235, -0.616, 0.406, 0.161, -0.249, 0.333, -0.709, 0.053, 0.164, -0.867, 0.629, 0.296, 0.313, -0.565, 0.257, -0.459, -0.097, -0.781, 1.949, -0.141, 0.394, 0.397, 0.385, -0.437, -0.901, -0.645, 0.582, -0.349, 0.776, -0.829, -0.212, -0.746, 0.368, 0.414, 0.310, 0.013, 0.382, -0.352, 0.201, -0.395, -0.352, -0.854, 0.945, 0.190, 0.332, 0.345, 0.344, -0.946, 0.543, -0.590, 0.170, -0.413, -0.710, 0.266, 1.556, 0.310, 0.293, 0.390, -0.345, 0.018, -0.889, -0.535, 0.529, -0.336, -0.198, -0.139, -0.573, -0.012, 0.342, -0.007, 0.443, 0.266, 0.352, -0.309, 0.149, -0.388, -0.747, -0.328, 0.672, 0.320, 0.400, 0.205, 0.248, 0.353, -0.663, -0.642, 0.127, -0.349, 0.779, 0.133, -0.042, -0.393, -0.080, -0.360, 0.334, -0.077, 0.430, -0.458, -0.454, 0.285, 0.447, -0.106, 0.249, 1.338, -0.691, 0.978, -0.835, -2.424, 0.016, 0.050, -0.339, 0.451, 1.383, 0.416, -0.704, -0.709, -0.782, -0.457, 0.170, 0.717, 0.522, 0.424, 0.451]}